50
Properties=species:S:1:pos:R:3:forces:R:3:mulliken_charge:R:1 method="wB97M-V/def2-TZVPD" total_charge=+2 multiplicity=1
O 1.616221 2.717317 0.504959 0.0864 0.8094 0.3740 -0.42
C 0.786413 2.141738 1.152808 0.4823 -1.1814 -1.4819 -0.61
C 0.737409 0.617686 0.907678 1.0999 -1.2970 -0.4524 0.37
C -0.026417 0.154332 -0.347179 -0.9052 1.1190 -0.6696 -0.99
C -1.410579 0.882390 -0.496138 3.6898 -3.2329 2.4508 -0.67
C -1.654989 1.676404 -1.458033 -3.9325 1.7430 -2.4466 -0.20
N -3.158586 2.039931 -1.707206 -0.5156 -2.4855 -0.7606 -0.27
N 2.194578 0.117432 0.670526 0.9260 3.2591 1.6925 -0.27
H 0.044365 2.587492 1.794546 -0.1767 0.3382 0.4004 0.73
H 0.357117 0.066338 1.743816 -0.0282 -0.0968 0.8995 0.54
H -0.275247 -0.936947 -0.426327 0.3856 0.7979 0.5907 0.43
H 0.599650 0.336792 -1.203223 0.0960 0.3220 -0.3813 0.28
H -1.904418 0.480569 0.385536 -1.6859 0.5456 -0.8013 0.55
H -1.211639 2.282984 -2.216007 1.5912 -0.5614 -0.0788 0.45
H -3.780167 1.311482 -1.266538 0.6798 1.0291 -0.4472 0.40
H -3.472901 2.128975 -2.716595 0.8941 -0.3837 1.2404 0.40
H -3.307516 2.920019 -1.293384 -0.3105 1.8702 1.1894 0.32
H 2.270039 -0.907105 0.656428 0.0768 0.8896 0.1309 0.37
H 2.627902 0.523929 -0.231474 -1.0512 -0.5793 1.2994 0.27
H 2.898826 0.542175 1.388296 -1.7675 -1.1025 -1.0476 0.38
H 3.708340 -1.537865 -1.430600 -0.9269 -0.4235 0.7011 0.26
H 2.534026 -2.291777 -0.658686 0.3390 -0.5770 -0.8446 0.32
O 2.880332 -1.424305 -0.905757 1.7485 -0.2430 -1.1373 -0.63
H 0.719738 -4.621293 -0.375505 -0.7518 -0.2484 -0.2401 0.30
H -0.182512 -4.862262 -1.546786 -0.5190 0.3797 1.4222 0.32
O -0.241152 -4.717191 -0.562804 1.2114 -0.4776 -1.1668 -0.75
H -1.911984 -0.061024 4.398747 -0.9720 -1.8389 4.9977 0.24
H -2.103353 -0.455048 2.877327 0.5175 0.7896 1.9511 0.37
O -1.770219 0.233215 3.579564 0.5104 1.0998 -6.5636 -0.69
H -1.815411 1.676591 2.715486 -0.0171 -0.1728 0.4840 0.34
H -2.320994 3.083108 2.981719 0.5629 -0.3269 -0.4271 0.31
O -1.777188 2.579466 2.336636 -1.1469 0.6340 0.6883 -0.64
H 1.860390 -0.446357 -2.778057 -0.0721 -0.2062 0.1374 0.28
H 1.128397 -0.898857 -3.977732 -0.3508 0.1809 -2.6388 0.27
O 1.150204 -1.037933 -3.066378 0.3772 0.4418 1.9898 -0.64
H 2.001738 -3.858433 -2.701799 1.1283 -1.8791 -1.4267 0.29
H 1.536910 -2.557249 -2.418956 -0.6813 1.4878 -0.2315 0.40
O 1.608706 -3.404268 -1.997771 -0.4065 -0.3494 1.4102 -0.55
H -1.988720 4.816769 0.064419 -0.0302 0.3136 0.1250 0.29
H -2.352587 3.536728 0.852311 0.1429 -0.2864 0.8962 0.34
O -2.037978 3.862160 0.013386 -0.1518 0.3801 -1.2808 -0.62
H -0.091935 -3.915823 2.312426 0.1297 -0.3801 0.5509 0.26
H -0.312009 -3.742997 0.796041 -0.1912 0.3960 0.6301 0.52
O -0.181181 -3.242729 1.645675 0.2479 -0.0408 -1.1509 -0.70
H 3.369367 2.888725 -0.777435 -1.5981 4.1701 2.4053 0.30
H 4.615313 2.209611 -1.245303 -3.5606 -0.5467 -0.1778 0.34
O 3.553534 2.129954 -1.205067 5.2807 -4.0456 -2.3443 -0.63
H -2.223973 -2.506683 1.876422 -0.4619 -0.1047 0.2397 0.39
H -1.166302 -1.567201 1.552736 -0.7492 -0.1028 0.4024 0.25
O -2.119542 -1.550972 1.803234 0.7561 0.1738 -1.1019 -0.64

***

51
Properties=species:S:1:pos:R:3:forces:R:3:mulliken_charge:R:1 method="wB97M-V/def2-TZVPD" smiles="N/C=C/C[C@H](N)C=O.O.O.O.O.O.O.O.O.O.O.O" multiplicity=1
O -1.859024 1.618427 -2.477353 -0.1049 0.2221 -0.3705 -0.46
C -1.550431 2.646428 -1.948604 1.4582 0.7369 1.5159 -0.27
C -0.189539 2.951214 -1.195736 -0.9050 -1.5061 0.6534 -0.16
C 0.355057 1.523653 -0.848216 -0.1556 1.2443 -4.5960 1.20
C 1.649264 1.445756 -0.136538 -0.2897 -0.7768 -0.3502 -0.88
C 1.764782 0.489493 0.770186 0.9933 0.0129 0.8620 -0.05
N 2.905717 0.147257 1.536981 -0.4390 -0.5735 -1.5246 -0.57
N -0.544949 3.767367 -0.051230 -1.5391 0.0963 1.1688 -0.72
H -2.220457 3.476172 -1.731316 -0.8913 0.3157 -0.4866 0.43
H 0.435063 3.578925 -1.848545 0.2473 -0.6483 0.0059 0.41
H 0.353215 1.200583 -1.973735 1.1261 -0.2525 1.7774 0.04
H -0.453975 0.850226 -0.564480 0.0468 0.1996 0.9376 -0.69
H 2.516186 1.973851 -0.512974 -0.1009 0.3763 0.1460 0.59
H 0.873529 -0.094613 0.945323 0.0721 -0.4068 0.3038 0.26
H 2.706226 -0.532133 2.246930 -0.0832 0.1748 0.2786 0.27
H 3.455618 0.918144 1.860966 0.0518 0.1695 0.1207 0.20
H -1.408383 3.372696 0.363055 0.3851 0.3937 -0.3380 0.29
H 0.067910 3.693366 0.765671 0.4497 -0.0489 -0.8049 0.31
H 0.505387 -3.035430 1.714998 0.0108 -0.1054 -0.2590 0.37
H -0.095602 -2.607248 0.378630 -0.3742 -0.3332 0.0863 0.33
O 0.541927 -3.230410 0.761073 -0.2860 0.4232 0.3012 -0.71
H 1.143796 1.660131 3.988257 -0.7983 0.4783 -0.2581 0.22
H 0.310639 1.348159 2.621622 -0.3497 0.6904 0.6555 0.33
O 1.078226 1.165488 3.168892 0.6920 -0.1765 0.4961 -0.53
H 1.221606 -1.838738 -2.379923 0.5564 0.1508 -0.0023 0.23
H 1.805954 -0.937403 -3.509697 0.1111 0.0625 0.3246 0.29
O 1.023753 -1.106022 -2.972541 -0.7536 -0.3394 -0.1745 -0.68
H -2.318300 -1.368483 1.922787 0.0688 0.2698 0.6183 0.39
H -2.909355 -2.626822 1.608624 0.0269 -0.4942 0.4004 0.32
O -2.495345 -2.206421 2.378360 -0.0954 0.2523 -0.9648 -0.66
H 3.774738 0.677435 -2.062151 0.0203 0.1989 -0.4693 0.30
H 3.358697 -0.704853 -1.762117 -0.3522 -0.2374 -0.5462 0.39
O 3.486351 -0.114092 -2.531911 0.5386 0.0421 0.8928 -0.65
H -2.093196 -2.272480 -1.673919 -0.0919 0.4757 0.7277 0.31
H -2.327789 -3.479949 -0.768893 -0.0172 0.0485 0.3535 0.26
O -2.239615 -2.519736 -0.714032 0.2040 -0.6437 -0.7928 -0.56
H 1.588063 -0.811905 4.106966 0.3096 -0.4129 -0.1502 0.28
H 0.166975 -0.708466 4.086426 -0.4847 -0.4410 -0.2832 0.33
O 0.834709 -1.393074 3.944802 0.1112 0.2655 0.3319 -0.60
H -1.941136 -0.316171 -3.029754 -0.0603 -0.1696 0.1393 0.36
H -0.689421 -1.189926 -2.938237 -0.1812 0.0423 -0.2561 0.51
O -1.669852 -1.233331 -2.876911 0.2140 0.2448 -0.3180 -0.73
H -4.100404 -0.458744 0.254485 0.0921 -0.1547 -0.1445 0.27
H -2.676662 -0.534196 -0.348647 -0.3818 -0.2126 -0.0221 0.19
O -3.226458 -0.060061 0.291893 0.1332 0.3508 -0.0451 -0.51
H -1.473186 0.830141 1.432942 0.1744 0.0183 0.1947 0.07
H -2.747704 1.409656 1.794812 0.1500 0.0474 0.4739 0.37
O -1.850430 1.339276 2.164830 -0.0482 0.0168 -0.5593 -0.61
H 1.805010 -2.532803 -0.144683 0.9688 0.2094 -0.0387 0.38
H 3.068782 -1.703482 0.213910 -0.0645 0.0454 -0.0488 0.28
O 2.607002 -2.093706 -0.540285 -0.3643 -0.3420 0.0375 -0.72

***

49
Properties=species:S:1:pos:R:3:forces:R:3:mulliken_charge:R:1 method="wB97M-V/def2-TZVPD" total_charge=-1 multiplicity=1
C 0.960138 1.591742 0.153306 2.6503 0.0575 -1.9852 0.81
N -0.088153 1.151065 -0.780938 -0.7220 1.0463 1.5939 0.39
C 0.286841 0.015613 -1.552491 -0.1226 -1.3309 -1.7420 0.47
C -0.974162 -0.880051 -2.005034 1.5444 1.8286 -0.7002 -0.28
C -1.007292 -2.163309 -1.299540 -0.9156 -2.9642 -0.5723 -0.40
O -1.538990 -1.932093 0.050812 1.1082 -1.4695 -0.9256 -0.71
C 0.513786 2.791520 0.938495 3.8155 2.8680 -1.5100 -1.39
H 1.480617 0.788555 0.733574 -1.4099 0.3733 0.2476 -0.20
H 1.905296 1.840300 -0.493445 -1.7974 0.2962 0.4650 0.01
H -0.967918 1.012452 -0.239330 0.9310 -0.0387 -0.6504 -0.07
H 0.791185 0.351091 -2.544193 -0.4692 -0.4289 1.7528 0.31
H 0.989211 -0.613718 -0.945286 -0.4016 0.3808 -1.1286 -0.85
H -1.915013 -0.365500 -1.799931 0.0887 0.2993 -0.2279 -0.11
H -0.839273 -0.982588 -3.105851 -0.4593 -0.2983 0.7510 0.33
H -1.657553 -2.970575 -1.840262 0.4669 1.5435 0.8709 0.36
H -0.028466 -2.698492 -1.335934 -0.5487 0.8420 0.7370 0.25
H -0.231685 2.516065 1.580668 -1.6463 -0.3450 2.2764 0.34
H 1.457279 3.361554 1.362145 -1.8510 -1.6930 0.1590 0.31
H 0.157661 3.664518 0.341460 -0.2645 -1.0677 -0.2618 0.28
H -3.344482 1.054057 -0.319293 0.5001 -2.0864 2.2627 0.39
H -3.787091 1.152486 -1.796754 -0.0486 -0.3558 -0.0155 0.26
O -3.536817 1.626652 -1.008403 -0.6131 2.7148 -2.3094 -0.57
H 4.353011 -0.066099 -0.216562 -0.4386 -0.0109 -0.1968 0.40
H 3.568146 1.292289 -0.177897 1.1411 -0.7728 -0.0422 0.34
O 4.465255 0.894613 -0.274774 -0.5409 0.8562 0.1253 -0.70
H -1.321455 -2.759722 0.539183 -0.3124 0.8351 -0.1137 0.29
H -2.248877 -0.441410 0.981163 3.1560 -4.2380 -2.0486 0.33
O -2.799198 0.227129 1.185707 -2.4853 3.4224 3.5552 -0.68
H -1.557575 2.931518 -2.717422 -2.4243 -0.4030 0.3946 0.28
H -0.235772 2.650667 -2.103883 -0.5857 0.2018 -0.9617 0.25
O -0.667168 3.080768 -2.904439 2.8209 0.0646 0.6230 -0.72
H 0.220407 -2.392727 2.068828 0.8802 1.0045 0.7279 0.08
H 0.472868 -1.374206 0.477021 1.2627 -0.1999 1.1403 0.70
O 1.252711 -1.607733 1.046658 -1.3709 -0.0495 -0.8261 -1.20
H -2.255377 4.574893 -0.533279 0.5394 0.1154 -0.3618 0.32
H -3.295150 3.630161 -0.171593 -2.2495 -5.6904 -1.6336 0.29
O -2.982579 4.415781 0.055868 1.7319 5.5007 1.9235 -0.63
H -0.174724 -2.532982 3.710517 -0.0386 -0.5879 -3.0118 0.24
H -2.679243 0.190338 2.175402 -0.5939 0.6382 -1.4103 0.36
O -0.334845 -2.853632 2.750200 -0.7201 -0.0791 2.6223 -0.72
H 3.696844 -2.195196 0.252329 2.2650 -2.8969 3.6615 0.34
H 2.594115 -1.376450 0.040309 -0.5983 -0.4541 -0.3955 0.48
O 3.374676 -1.754829 -0.449262 -1.4601 2.8006 -3.2881 -0.83
H 0.747343 -3.580542 0.870822 0.9473 2.1624 2.4084 0.28
H 1.518668 -4.364794 -0.151838 0.4806 0.1495 -0.0480 0.31
O 0.648248 -4.124295 0.145935 -1.1786 -2.8999 -2.5345 -0.65
H 2.103798 -0.688707 2.061950 -0.7880 0.1035 0.5250 0.40
H 1.556678 -0.462955 3.499803 0.1980 0.0229 -0.4383 0.25
O 2.227173 -0.139216 2.883667 0.5269 0.2325 0.5166 -0.74

***

Values for relative energy (zero: lowest compared OMol25 entry of this formula, charge and spin), eV, ordered as above
3.575 4.432 2.963
Values for molecular weight, g/mol, ordered as above
296.31 312.31 282.31
Values for HOMO level, eV, ordered as above
-15.95 -8.40 -5.97